ORCA calculation (ωB97M-V/def2-TZVPD) on a molecular structure, C2H8O2.

Its multiplicity is 1. The gap between HOMO and LUMO is 10.44 eV. The calculation puts the total energy at -231.34998 Ha. The LUMO energy comes out at 0.6 eV. The HOMO energy is -0.3631 hartree.

```
12
Properties=species:S:1:pos:R:3:forces:R:3:nbo_charge:R:1
C -2.4885 0.0224 0.9716 2.441 -3.146 -0.497 -0.253
C 2.4534 -0.0188 -0.5223 -0.441 2.469 -0.801 -0.271
H -0.6938 0.3099 0.1286 -0.607 1.364 1.704 0.491
H -3.2037 0.4262 1.6726 0.292 0.474 0.055 0.192
H -2.9017 -0.1255 -0.0400 -0.011 0.619 0.452 0.173
H -2.3761 -1.2975 1.2988 0.259 4.107 -0.566 0.135
H 1.0364 -0.1762 -2.0279 0.181 -0.652 4.977 0.469
H 2.7057 -0.5585 0.4736 -0.615 1.472 -1.635 0.208
H 3.2273 -0.3043 -1.3099 -1.076 0.099 1.033 0.173
H 2.3258 1.2059 -0.5976 1.538 -2.903 1.242 0.183
O -1.1681 0.8388 0.8638 -2.212 -3.423 -1.153 -0.743
O 1.0834 -0.3225 -0.9113 0.253 -0.481 -4.812 -0.756
```
Forces are in eV/Å.

***

ORCA calculation (ωB97M-V/def2-TZVPD) on a molecular structure, C13H26IrN4O2Se2.

Its total charge is +2. Its multiplicity is 2. The gap between HOMO and LUMO (spin up / spin down) is 7.34 / 7.29 eV. The calculation puts the total energy at -5787.17452 Ha. The LUMO energy (spin up / spin down) comes out at -6.2 / -7.0 eV. The HOMO energy (spin up / spin down) is -0.4962 / -0.5260 hartree.

```
48
Properties=species:S:1:pos:R:3:forces:R:3:lowdin_spin:R:1
Ir 1.0565 -1.0355 0.3154 0.074 -0.784 0.047 0.620
O -3.3483 -2.2502 -1.7776 -0.051 -0.030 -0.043 0.014
C -4.0511 -1.0891 -1.3851 -0.183 0.165 0.053 0.001
C -3.2097 -0.2340 -0.4353 -0.130 -0.082 0.112 0.006
C -4.1476 0.8872 0.0522 0.118 0.040 0.118 0.000
O -3.4357 1.6840 0.9817 0.073 0.013 -0.054 0.000
C -1.9791 0.4173 -1.0510 0.183 0.133 -0.270 0.013
Se -0.6881 -0.9345 -1.6744 0.089 -0.092 0.032 0.185
C -2.7219 -1.0317 0.7762 0.116 0.133 0.030 0.005
Se -1.1989 -2.1678 0.2700 0.069 0.359 0.221 0.079
H -3.9146 -2.7819 -2.3483 0.027 -0.013 0.020 0.000
H -4.9675 -1.3649 -0.8514 -0.012 0.023 -0.046 0.000
H -4.3386 -0.4786 -2.2491 0.047 -0.043 -0.024 0.000
H -5.0329 0.4366 0.5117 0.013 0.014 0.017 0.000
H -4.4724 1.4794 -0.8094 -0.007 -0.032 -0.007 0.000
H -3.9621 2.4543 1.2149 -0.054 0.004 0.038 0.000
H -1.4627 1.0074 -0.2980 -0.100 0.054 -0.066 0.002
H -2.2092 1.0536 -1.9065 -0.036 -0.107 -0.064 -0.001
H -3.4953 -1.6696 1.2029 0.087 -0.161 -0.111 -0.001
H -2.3329 -0.3679 1.5444 -0.120 0.033 -0.002 0.002
N 3.1224 -0.5993 0.4273 -0.134 0.398 -0.183 0.020
C 4.0212 -1.2480 -0.5681 -0.001 -0.047 -0.005 0.001
C 4.0474 -2.7547 -0.3841 -0.099 0.086 0.006 0.000
C 2.7460 -3.4362 -0.7643 0.018 -0.035 0.011 0.000
N 1.6372 -3.0986 0.1767 -0.063 0.167 -0.092 0.009
H 3.2237 0.4111 0.3463 0.037 -0.010 0.033 0.001
H 3.4495 -0.8245 1.3674 0.034 -0.004 -0.018 0.011
H 5.0233 -0.8281 -0.4706 -0.003 -0.049 0.045 0.000
H 3.6405 -0.9924 -1.5572 0.036 0.018 -0.003 0.000
H 4.3104 -3.0041 0.6498 0.060 -0.011 0.004 0.000
H 4.8453 -3.1612 -1.0052 -0.010 -0.023 -0.016 0.000
H 2.8751 -4.5197 -0.7728 0.031 0.030 -0.004 0.000
H 2.4303 -3.1245 -1.7603 -0.009 -0.022 -0.011 0.000
H 1.8946 -3.4082 1.1140 0.039 -0.026 -0.020 0.007
H 0.8512 -3.6961 -0.0720 0.001 -0.022 0.032 0.001
N 1.0007 5.1294 1.1549 -0.018 0.082 0.004 0.000
C 0.9396 3.8074 0.9637 0.020 -0.068 0.017 0.000
C 0.7772 2.9093 2.0371 -0.044 -0.045 -0.018 0.001
C 0.7232 1.5635 1.7946 -0.087 0.012 -0.012 0.007
N 0.8237 1.0210 0.5616 -0.127 -0.078 0.155 0.004
C 0.9765 1.8786 -0.4703 0.059 0.076 0.080 0.004
C 1.0389 3.2382 -0.3220 -0.037 -0.073 -0.019 0.000
H 0.9183 5.5284 2.0738 0.014 0.002 0.001 0.000
H 1.1166 5.7644 0.3842 0.002 0.001 0.004 0.000
H 0.6866 3.2699 3.0521 0.000 0.003 0.018 0.000
H 0.5823 0.8654 2.6094 0.028 0.000 0.011 0.005
H 1.0483 1.4324 -1.4536 0.045 -0.005 0.002 0.004
H 1.1623 3.8627 -1.1956 0.003 0.013 -0.021 0.000
```
Forces are in eV/Å.

***

ORCA calculation (ωB97M-V/def2-TZVPD) on 3 unconnected molecules or ions with the total composition C5H14N2O.

Its multiplicity is 1. The gap between HOMO and LUMO is 9.69 eV. The calculation puts the total energy at -383.58385 Ha. Its SMILES is [H]/N=C/CN.C=CC.O. The LUMO energy comes out at 0.8 eV. The HOMO energy is -0.3253 hartree.

```
22
Properties=species:S:1:pos:R:3:forces:R:3:nbo_charge:R:1
H 2.4714 0.4481 -1.9501 -0.022 0.308 0.148 0.366
N 2.0793 -0.0144 -1.1364 0.694 0.410 0.589 -0.686
C 2.2178 0.6016 -0.0218 -0.559 0.272 -1.286 0.195
C 1.6614 0.0636 1.2274 -1.710 0.159 0.958 -0.334
N 1.3945 -1.3550 1.3035 0.099 -0.117 -0.058 -0.835
H 2.5996 1.6268 0.0369 0.375 -0.172 -0.076 0.165
H 0.5974 0.5536 1.3573 2.185 -0.424 -0.142 0.274
H 2.3011 0.3668 2.0620 -0.139 0.166 0.011 0.203
H 0.5984 -1.5747 0.7105 0.103 -0.057 -0.063 0.394
H 2.1891 -1.8832 0.9554 -0.128 -0.021 0.014 0.352
C -1.4043 0.5841 1.2261 -1.665 -0.230 -0.451 -0.521
C -1.9751 0.0310 0.1419 -0.442 0.837 1.156 -0.072
C -2.4202 0.8100 -1.0501 0.277 -0.056 -0.245 -0.656
H -1.3206 1.6605 1.3018 0.392 0.123 -0.175 0.192
H -1.3715 0.0440 2.1602 0.369 -0.220 0.041 0.210
H -2.3313 -0.9888 0.1930 0.344 -0.180 -0.080 0.197
H -2.0678 0.3327 -1.9623 0.006 -0.018 -0.057 0.235
H -2.0305 1.8294 -1.0292 -0.095 0.012 0.044 0.201
H -3.5127 0.8401 -1.0983 0.048 0.048 0.073 0.214
O -0.2104 -1.2208 -1.2844 1.566 0.679 -0.214 -1.045
H -0.2475 -2.0099 -1.8393 0.417 0.279 0.031 0.467
H 0.7819 -0.7456 -1.3043 -2.115 -1.798 -0.216 0.484
```
Forces are in eV/Å.

***

Relative energy (zero: lowest compared OMol25 entry of this formula, charge and spin): 294.9 0.0 306.8 (kJ/mol)